# 1
Entry from the OMol25 dataset: a structure of composition C4H4O3 (the ωB97M-V functional and the def2-TZVPD basis).

Each line ends with the natural charge from an NBO analysis.
Cartesian coordinates (Å):
O1 -0.17645 2.12990 -1.22754  -0.512
C1 -0.45968 1.15400 -0.61392  0.757
O2 -1.68690 0.73884 -0.18487  -0.474
C2 -1.14622 -0.44538 0.46320  -0.098
C3 0.24319 -0.08749 -0.05427  -0.023
C4 1.28807 -0.94073 -0.63934  -0.149
O3 1.33402 0.19343 0.83814  -0.571
H1 -1.57691 -1.35638 0.04696  0.204
H2 -1.28681 -0.39475 1.54511  0.201
H3 1.84011 -0.32236 -1.36339  0.149
H4 1.62758 -0.66908 1.18991  0.516

Cartesian forces (eV/Å) of the 3 atoms listed first:
-0.10 -0.42 0.27
0.23 0.49 -0.36
-0.06 0.15 -0.06

The orbital gap is 0.3492 hartree. The electronic energy comes out at -10350.3436 eV. For the highest occupied orbital energy, the calculation gives -9.6 eV. Its multiplicity is 1. The LUMO energy comes out at -0.09 eV.

# 2
Entry from the OMol25 dataset: a structure of composition C2HCuFO2 in a non-equilibrium geometry (the ωB97M-V functional and the def2-TZVPD basis).

Each line ends with the natural charge from an NBO analysis.
Cartesian coordinates (Å):
C1 0.19592 0.89451 -0.11262  0.041
H1 -0.71506 1.49646 0.03038  0.141
F1 1.11635 1.74909 0.55207  -0.370
O1 -0.23784 -0.31703 -1.28976  -0.494
C2 -0.64775 -0.81880 -0.18644  0.763
O2 -0.84316 -1.18557 0.99276  -0.507
Cu1 1.13153 -1.81865 0.01361  0.424

Cartesian forces (eV/Å) of the 3 atoms listed first:
0.41 2.15 4.47
0.11 -0.31 -1.21
0.19 -0.72 -1.44

The orbital gap (alpha / beta) is 0.2194 / 0.2389 hartree. The electronic energy comes out at -53532.6102 eV. For the highest occupied orbital energy (alpha / beta), the calculation gives -7.1 / -8.0 eV. Its multiplicity is 2. The LUMO energy (alpha / beta) comes out at -1.14 / -1.48 eV.

# 3
Entry from the OMol25 dataset: a structure of composition C28H31MgN12O2S (the ωB97M-V functional and the def2-TZVPD basis).

Each line ends with the Mulliken charge.
Cartesian coordinates (Å):
Mg1 0.67930 -0.95984 -1.08451  1.195
C1 -1.10870 1.75351 4.78172  -1.624
C2 -1.16913 1.01725 3.47133  0.260
C3 -2.11545 1.33108 2.49887  -0.856
C4 -2.14994 0.66145 1.28966  0.377
C5 -1.25118 -0.36328 0.97538  -0.673
N1 -1.19250 -0.97873 -0.28356  0.538
C6 -2.26583 -1.75587 -0.66664  1.091
C7 -3.42441 -1.93656 0.11470  -0.832
C8 -4.48119 -2.73159 -0.28350  -1.312
C9 -4.45822 -3.43746 -1.48019  0.206
C10 -5.58486 -4.34111 -1.90070  -1.553
C11 -3.31027 -3.31494 -2.24388  -0.296
C12 -2.25178 -2.49627 -1.86918  0.270
N2 -1.12357 -2.48820 -2.76168  0.407
C13 -1.19104 -2.62510 -4.09812  -0.113
C14 0.07573 -2.88896 -4.56951  -1.172
C15 0.87103 -2.88569 -3.42577  -0.366
N3 0.15191 -2.63877 -2.33022  -0.591
C16 -0.33135 -0.69198 1.97963  -0.481
C17 -0.27623 -0.00317 3.18495  -0.114
N4 0.58272 -1.78017 1.81273  0.256
C18 0.88890 -2.70070 2.74809  -0.121
C19 1.82460 -3.55239 2.20950  -1.285
C20 2.02600 -3.06887 0.91428  -0.562
N5 1.28164 -1.99450 0.68178  0.256
H1 -1.75493 2.62992 4.76842  0.397
H2 -0.09412 2.08879 5.00239  0.290
H3 -1.42850 1.11527 5.60715  0.408
H4 -2.83184 2.12138 2.69157  0.362
H5 -2.89225 0.92679 0.54739  0.600
H6 -3.48878 -1.44195 1.07203  0.354
H7 -5.34270 -2.81695 0.36874  0.358
H8 -6.47845 -4.14891 -1.30823  0.373
H9 -5.32159 -5.39240 -1.76861  0.309
H10 -5.84341 -4.19664 -2.95023  0.362
H11 -3.21787 -3.90201 -3.14992  0.600
H12 -2.13020 -2.53339 -4.61465  0.588
H13 0.37311 -3.05075 -5.58981  0.439
H14 1.93743 -3.02832 -3.34004  0.524
H15 0.49071 -0.26513 3.90537  0.572
H16 0.39931 -2.69372 3.70616  0.511
H17 2.26672 -4.41520 2.67362  0.449
H18 2.64901 -3.46901 0.12960  0.528
N6 3.84536 -0.33338 0.06257  -0.422
N7 4.52062 -0.27053 -1.14948  -0.286
C21 3.84442 -0.10556 -2.29841  0.394
N8 4.54888 0.23160 -3.37351  -0.335
N9 2.51613 -0.30975 -2.24655  -0.302
N10 1.74097 0.13947 -3.27329  1.221
O1 2.15569 0.57313 -4.32783  -0.798
O2 0.53777 0.09849 -2.99686  -0.661
H19 3.93729 0.53570 0.57542  0.263
H20 4.15965 -1.12295 0.60847  0.282
H21 5.52108 -0.13213 -1.16556  0.158
H22 5.51865 0.48414 -3.28993  0.201
H23 4.06322 0.37742 -4.24472  0.199
N11 -0.97145 2.35135 -1.24276  -0.345
C22 0.01531 2.66761 -0.39021  0.371
S1 1.28273 1.59777 -0.08528  -0.245
N12 -0.04133 3.91639 0.11440  -0.045
C23 0.78896 4.50740 1.10843  -0.009
C24 1.08350 3.85371 2.29672  0.523
C25 1.85598 4.49920 3.24971  -0.759
C26 2.31649 5.79082 3.03525  -0.568
C27 1.99959 6.44377 1.85369  -0.566
C28 1.24099 5.80146 0.88766  -0.558
H24 -1.02035 1.40061 -1.57895  -0.024
H25 -1.80917 2.90650 -1.29414  0.238
H26 -0.69423 4.54876 -0.32352  0.278
H27 0.70652 2.85664 2.47250  0.274
H28 2.08733 3.99106 4.17695  0.389
H29 2.91161 6.28839 3.78879  0.401
H30 2.34663 7.45284 1.67727  0.383
H31 1.00337 6.30316 -0.04293  0.417

Cartesian forces (eV/Å) of the 3 atoms listed first:
-0.02 0.20 0.48
-0.01 0.01 0.00
-0.01 0.02 -0.02

The orbital gap is 0.2257 hartree. The electronic energy comes out at -67791.1923 eV. For the highest occupied orbital energy, the calculation gives -9.0 eV. Its multiplicity is 1. Its net charge is +1. The LUMO energy comes out at -2.88 eV.

# 4
Entry from the OMol25 dataset: a cluster of 5 separate species, CH10NO6 in total in a non-equilibrium geometry (the ωB97M-V functional and the def2-TZVPD basis).

Each line ends with the natural charge from an NBO analysis.
Cartesian coordinates (Å):
N1 -0.70220 -0.38301 2.24058  -0.892
C1 0.34458 -0.39748 1.25818  0.897
O1 1.32020 0.48361 1.39663  -0.793
O2 0.09478 -1.13237 0.23868  -0.831
H1 -0.63642 0.26498 2.95999  0.380
H2 -1.52321 -0.63297 1.80862  0.389
H3 -0.08357 -1.07248 -1.50636  0.500
H4 -1.00693 -0.87700 -2.74562  0.459
O3 -0.33298 -1.43805 -2.39605  -0.983
H5 0.89133 2.65962 -0.41460  0.495
H6 -0.36563 1.95756 0.03531  0.471
O4 -0.09196 2.84655 -0.18325  -0.968
H7 -1.41185 -0.87963 -0.25540  0.479
H8 -2.05403 -2.12540 -0.27090  0.456
O5 -2.33682 -1.27739 -0.41044  -0.991
H9 2.31375 0.68239 0.18059  0.508
H10 2.75865 0.30627 -1.28825  0.457
O6 2.82231 1.01481 -0.64771  -1.032

Cartesian forces (eV/Å) of the 3 atoms listed first:
3.75 -1.17 -1.51
0.66 2.89 -0.04
-2.60 -3.16 0.13

The orbital gap is 0.3604 hartree. The electronic energy comes out at -14977.1373 eV. For the highest occupied orbital energy, the calculation gives -6.1 eV. Its multiplicity is 1. Its net charge is -1. The LUMO energy comes out at 3.72 eV.

# 5
Entry from the OMol25 dataset: a structure of composition C24H18F7MnN5O3SSe in a non-equilibrium geometry (the ωB97M-V functional and the def2-TZVPD basis).

Each line ends with the natural charge from an NBO analysis.
Cartesian coordinates (Å):
Mn1 0.68390 -0.59883 -0.52464  1.418
F1 7.60293 1.79473 -0.21463  -0.328
C1 6.34714 1.66255 -0.73801  0.205
C2 5.74275 0.41083 -0.72026  0.268
F2 6.40697 -0.66312 -0.22315  -0.310
C3 4.45611 0.28001 -1.18609  0.309
F3 3.97097 -0.95986 -1.31991  -0.296
C4 3.66373 1.38711 -1.57787  -0.253
S1 2.04023 1.21981 -2.03987  -0.383
C5 4.31375 2.64132 -1.52306  0.278
F4 3.59488 3.74817 -1.80880  -0.316
C6 5.61876 2.78807 -1.07842  0.290
F5 6.17235 4.01189 -0.85881  -0.330
C7 -5.19868 0.96998 1.30058  -0.421
N1 -3.74007 1.14472 1.56458  -0.223
N2 -2.82022 1.48774 0.51940  -0.245
C8 -1.66074 0.78882 0.79089  0.609
O1 -0.67149 0.77579 0.00730  -0.730
C9 -1.78617 0.12856 2.04876  -0.370
C10 -3.11541 0.34431 2.45194  0.240
C11 -3.83949 -0.14948 3.64194  -0.659
C12 -3.07761 2.57508 -0.36990  0.142
C13 -4.09747 3.55735 -0.07881  -0.208
C14 -4.41628 4.48508 -1.02590  -0.241
C15 -3.68080 4.60736 -2.20701  -0.242
C16 -2.66404 3.72274 -2.47369  -0.171
C17 -2.39982 2.68924 -1.57417  -0.217
H1 -5.40134 1.25616 0.23950  0.241
H2 -5.73211 1.58834 2.01123  0.197
H3 -5.44203 -0.08568 1.49014  0.204
H4 -1.01555 -0.47155 2.58367  0.295
H5 -3.14092 -0.37797 4.47826  0.260
H6 -4.42888 -1.04017 3.38899  0.223
H7 -4.55938 0.61500 4.00506  0.210
H8 -4.62557 3.58319 0.87361  0.205
H9 -5.19665 5.21969 -0.83238  0.199
H10 -3.91405 5.33852 -2.95713  0.200
H11 -2.05645 3.82394 -3.36851  0.223
H12 -1.58167 2.00904 -1.75974  0.281
F6 -1.36888 -0.49264 -2.77724  -0.410
C18 -1.16106 -1.29787 -1.70296  0.061
F7 -1.27833 -2.62903 -2.12875  -0.426
H13 -1.99920 -1.10326 -0.99571  0.025
Se1 2.82049 0.05477 1.85009  -0.419
C19 1.71553 0.03102 3.34117  0.086
N3 0.97267 0.00531 4.23068  -0.584
C20 2.41069 -5.43381 1.49484  -0.392
N4 2.13451 -4.59048 0.33529  -0.456
C21 2.60984 -5.03602 -0.89649  0.032
C22 2.44410 -4.25621 -2.00245  -0.358
C23 1.80293 -2.89816 -1.87101  0.624
O2 1.65568 -2.08034 -2.80860  -0.631
N5 1.36219 -2.52855 -0.58321  -0.805
C24 1.40926 -3.38089 0.51290  0.779
O3 0.90916 -3.08130 1.59249  -0.667
H14 3.22064 -6.15392 1.23573  0.180
H15 1.49907 -6.02109 1.74440  0.180
H16 2.64678 -4.83858 2.38387  0.233
H17 3.01139 -6.03907 -0.93987  0.186
H18 2.83099 -4.53833 -2.95024  0.208

Cartesian forces (eV/Å) of the 3 atoms listed first:
0.70 -0.25 -1.18
-0.38 0.06 -0.23
0.49 -0.25 0.86

The orbital gap (alpha / beta) is 0.1538 / 0.1911 hartree. The electronic energy comes out at -165297.6070 eV. For the highest occupied orbital energy (alpha / beta), the calculation gives -0.4 / -1.4 eV. Its multiplicity is 6. Its net charge is -2. The LUMO energy (alpha / beta) comes out at 3.80 / 3.80 eV.